Below is a structure of composition C29H33Cl3N6O6V2, with properties calculated with wB97M-V/def2-TZVPD.

* E_tot: -140765.4070 eV
* HOMO (spin up / spin down): -9.93 / -11.26 eV
* charge: +1
* orbital gap (spin up / spin down): 5.536 / 7.343 eV
* multiplicity: 4
* LUMO energy (spin up / spin down): -4.39 / -3.92 eV

Geometry (Å):
O -1.54449 1.29647 2.65144
V -0.51404 2.28459 1.98603
O -0.51938 0.12739 -2.72581
V -1.34382 1.33011 -2.07318
C 1.10038 -1.02222 -0.21438
C 1.10400 0.46554 0.06933
C 2.13433 1.11025 -0.78112
O -0.14761 1.16878 -0.00804
H 1.02997 -1.33171 -1.25714
H 0.30076 -1.52597 0.32871
H 1.99132 -1.42860 0.26436
H 1.45502 0.47356 1.10123
H 2.19741 2.15602 -0.48032
H 1.80302 0.98788 -1.81231
H 2.99401 0.44795 -0.67910
N -2.47251 3.83625 -0.27073
O -3.07478 4.91699 -0.22329
O -2.40003 3.11614 -1.24830
O -1.82377 3.52054 0.70059
N -2.82359 0.12367 -0.83164
C -2.57473 -0.93315 -0.00348
C -3.61852 -1.62065 0.70712
C -4.96072 -1.47041 0.32232
C -5.22083 -0.42781 -0.56323
C -4.13638 0.37288 -1.08360
H -1.54701 -1.18238 0.21575
H -3.32924 -2.39087 1.40676
H -5.73927 -1.92553 0.91656
H -6.21427 -0.33548 -0.97670
H -4.26539 1.21602 -1.74607
N -0.03342 3.05268 -2.87257
C 0.48407 4.03692 -2.12233
C 1.32469 5.01758 -2.73527
C 1.48791 5.06115 -4.11310
C 0.96784 4.03989 -4.89229
C 0.25286 3.05303 -4.23862
H 0.33915 4.08710 -1.05327
H 1.86582 5.74716 -2.15108
H 2.07618 5.85853 -4.54264
H 1.16894 4.03673 -5.95340
H -0.24698 2.26565 -4.78322
N 1.08063 1.58127 3.54011
C 0.83561 0.96663 4.74844
C 1.84361 0.66912 5.68083
C 3.11969 0.99190 5.40763
C 3.47111 1.42753 4.15066
C 2.43117 1.75719 3.28294
H -0.19433 0.82532 5.04110
H 1.63092 0.15171 6.60466
H 3.85263 0.73583 6.15839
H 4.45575 1.66859 3.77812
H 2.62433 2.06346 2.26545
N -1.45094 -4.06160 -5.12261
C -1.99607 -3.01258 -4.51250
C -1.92177 -2.81137 -3.11321
C -1.03753 -3.54169 -2.32530
C -0.45175 -4.69859 -2.98170
C -0.70816 -4.87247 -4.34180
H -2.44786 -2.25552 -5.13632
H -2.44439 -1.96544 -2.69170
H -0.86294 -3.23791 -1.30372
H 0.19849 -5.40509 -2.48730
H -0.30275 -5.72801 -4.86149
N -0.74065 -1.40151 3.03797
C -2.05290 -1.48901 3.42254
C -2.45867 -2.30555 4.52786
C -1.51659 -3.08654 5.14324
C -0.23316 -3.07462 4.69673
C 0.18055 -2.08486 3.76624
H -2.78153 -0.74303 3.14143
H -3.51887 -2.47424 4.64591
H -1.72014 -3.70255 6.00666
H 0.43724 -3.66721 5.30154
H 1.21820 -1.96744 3.49075
C 6.84648 -0.89335 -2.63522
Cl 6.66283 -0.88420 -4.40130
Cl 7.68759 -2.34389 -1.94501
Cl 5.20620 -0.64796 -1.86598
H 7.53100 -0.09513 -2.34820

Atoms 1-2, force components in eV/Å:
-0.3 0.8 0.3
-0.7 -1.9 -0.9

Here are the Löwdin charges for atoms 1 to 2, given in e: O -0.40; V 0.89



Below is a structure of composition C29H33FN3O6Zn, with properties calculated with wB97M-V/def2-TZVPD.

* E_tot: -98492.1155 eV
* HOMO: -8.73 eV
* charge: +1
* orbital gap: 5.167 eV
* LUMO energy: -3.57 eV

Geometry (Å):
Zn 7.03201 13.21814 13.35608
F 13.54234 12.75171 14.76442
C 12.80994 13.91874 14.66060
C 11.47886 13.82678 14.57625
C 10.71743 14.98356 14.51455
C 9.26856 14.81404 14.28203
O 8.95350 13.59730 14.01644
C 8.44470 16.01342 14.37843
C 9.12830 17.23255 14.55393
N 10.49344 17.34380 14.58893
C 11.10657 18.60300 14.92575
C 11.36931 19.56737 13.80646
C 10.31023 19.84944 14.87523
C 11.33567 16.23878 14.52512
C 12.71666 16.31281 14.53735
C 13.54558 15.14713 14.70318
N 14.96885 15.23758 14.70863
C 15.45692 16.39423 15.45737
C 16.93971 16.74550 15.13465
N 17.90111 15.51188 14.98399
C 17.32129 14.45773 14.08026
C 15.87491 14.08739 14.52266
C 6.96289 15.98413 14.23411
O 6.36160 16.95041 14.69509
O 6.36239 14.96472 13.70998
H 11.05040 12.83993 14.49483
H 8.54395 18.11500 14.83284
H 11.90283 18.54417 15.69802
H 11.07208 19.32451 12.78714
H 12.30456 20.08487 13.91116
H 9.28503 19.89530 14.53085
H 10.66711 20.57569 15.56926
H 13.23702 17.26729 14.35241
H 15.45723 16.27393 16.54069
H 14.80469 17.19306 15.23706
H 17.30016 17.53153 15.86003
H 16.93451 17.23573 14.17408
H 18.08491 15.05752 15.91363
H 18.82391 15.82774 14.62126
H 17.98032 13.57103 14.12620
H 17.39413 14.77976 13.00677
H 16.04597 13.51208 15.41625
H 15.40211 13.44805 13.75014
C 6.83297 11.27034 9.48526
C 7.29871 11.48825 10.91080
O 7.16817 12.65080 11.37889
C 7.82352 10.36245 11.64406
C 8.45248 9.33626 11.00785
C 8.87747 8.22563 11.70057
C 8.93537 8.20327 13.08599
C 8.36516 9.25291 13.81090
C 7.78109 10.32996 13.13832
O 7.21341 11.28423 13.78548
H 6.39626 12.16049 9.09504
H 6.13759 10.43813 9.45677
H 7.67160 10.95083 8.87940
H 8.56528 9.26179 9.90728
H 9.12708 7.28856 11.12945
H 9.28886 7.32622 13.60407
H 8.25684 9.24021 14.90380
C 2.48170 13.18760 14.55984
C 2.35589 12.33667 13.29398
C 3.88902 12.04550 13.02573
O 4.68553 13.05831 13.62945
C 3.79376 13.94872 14.40515
H 2.53488 12.50258 15.39363
H 1.70332 13.96915 14.80557
H 2.09004 12.97880 12.45292
H 1.75947 11.41236 13.36736
H 4.08854 11.98793 12.00488
H 4.19542 11.06645 13.46789
H 3.65247 14.90838 13.85008
H 4.21762 14.22875 15.35921

Atoms 1-2, force components in eV/Å:
-0.3 -1.1 -0.2
-0.5 0.6 0.0

Here are the Löwdin charges for atoms 1 to 2, given in e: Zn 0.80; F 0.03



Below is a cluster of 4 separate species, C29H33IN3O4PS in total, with properties calculated with wB97M-V/def2-TZVPD.

* E_tot: -71481.8577 eV
* HOMO: -8.73 eV
* orbital gap: 6.539 eV
* SMILES string: CCC1=C(CCCI)C(=O)C([PH2]=S)=C(COC(C)=O)C1=O.c1ccncc1.c1ccncc1.c1ccncc1
* LUMO energy: -2.19 eV

Geometry (Å):
C -4.01949 1.63475 2.09760
C -4.08710 0.11024 2.69641
C -2.62409 -0.56828 3.02518
C -2.29946 -1.06080 4.39546
C -3.30150 -0.95040 5.71199
C -2.85643 0.41454 6.51930
C -3.72127 1.75082 6.12481
I -2.30212 3.43190 5.77470
C -0.82764 -1.79127 4.69408
O -0.49933 -2.09329 5.97955
C 0.21081 -2.20137 3.49375
P 1.70307 -3.30588 3.96097
S 1.64636 -5.09833 3.13564
C -0.09027 -1.70742 2.09023
C 0.96573 -2.18236 0.92693
O 0.77727 -1.54511 -0.38478
C 1.49114 -0.26464 -0.49845
C 0.79356 1.05833 -1.24725
O 2.76476 -0.04510 -0.06773
C -1.42083 -0.77199 1.88120
O -1.61629 -0.04961 0.74279
H -4.42074 2.45984 2.85476
H -2.96748 1.97606 1.71545
H -4.77303 1.67328 1.17855
H -4.63439 -0.56501 1.88681
H -4.80373 0.13811 3.62824
H -4.44015 -1.01343 5.44832
H -3.07696 -1.85645 6.45239
H -2.89410 0.24842 7.67767
H -1.71824 0.63514 6.23741
H -4.48606 2.02014 6.97747
H -4.33689 1.66320 5.13035
H 1.63851 -3.55111 5.40767
H 2.99526 -2.71875 3.69817
H 2.06444 -2.11855 1.35180
H 0.76511 -3.34716 0.75823
H 1.16671 1.16278 -2.37639
H -0.37298 0.99056 -1.30285
H 1.11049 2.06547 -0.69596
N -7.12635 -1.57338 3.50460
C -7.11604 -2.06503 2.24621
C -8.18579 -1.96519 1.37110
C -9.33955 -1.32587 1.81225
C -9.38137 -0.81077 3.10378
C -8.25963 -0.95644 3.90401
H -6.19463 -2.55781 1.94987
H -8.12110 -2.37632 0.37008
H -10.19895 -1.22954 1.15513
H -10.26579 -0.30753 3.47771
H -8.24175 -0.56818 4.91853
N 2.78004 1.44124 -4.46639
C 3.77406 1.82884 -3.63751
C 5.06109 2.11952 -4.06083
C 5.35029 2.00260 -5.41626
C 4.34804 1.60369 -6.29460
C 3.09043 1.33843 -5.77695
H 3.49976 1.90206 -2.58915
H 5.81966 2.42908 -3.35091
H 6.34825 2.22073 -5.78525
H 4.54151 1.50253 -7.35649
H 2.27380 1.02741 -6.42246
N 7.64244 1.83588 -7.53243
C 8.83175 1.79187 -6.89294
C 9.95060 1.14312 -7.39037
C 9.84505 0.49566 -8.61681
C 8.63276 0.52161 -9.29858
C 7.57098 1.19977 -8.72185
H 8.86284 2.30896 -5.93832
H 10.88153 1.14229 -6.83483
H 10.70031 -0.02464 -9.03807
H 8.51793 0.02633 -10.25607
H 6.60519 1.25178 -9.21668

Atoms 1-2, force components in eV/Å:
-0.7 0.7 -0.6
0.2 -0.1 -0.8

Here are the Löwdin charges for atoms 1 to 2, given in e: C -0.13; C -0.18



Q: Which formula does entry 1 have?
A: C29H33Cl3N6O6V2